[1]
66
Properties=species:S:1:pos:R:3 method="wB97M-V/def2-TZVPD" homo_energy_ev=-10.02 charge=+1 max_force_ev_per_a=0.44 spin_multiplicity=1 energy_ev=-70658.1744 lumo_energy_ev=-2.2 gap_ha=0.2869 e_above_lowest_kj_mol=74.8
Pt -1.299 1.444 -0.138
O -2.688 2.823 0.904
C -3.982 2.324 1.342
C -4.863 1.801 0.219
C -4.302 0.639 -0.626
C -3.631 -0.373 0.253
C -4.324 -1.441 0.796
C -3.726 -2.235 1.762
C -2.440 -1.937 2.170
C -1.778 -0.896 1.556
N -2.352 -0.140 0.608
H -2.841 3.538 0.272
H -4.480 3.145 1.857
H -3.753 1.555 2.076
H -5.167 2.620 -0.438
H -5.777 1.461 0.717
H -3.589 1.001 -1.368
H -5.129 0.178 -1.165
H -5.338 -1.628 0.472
H -4.262 -3.072 2.190
H -1.935 -2.521 2.925
H -0.761 -0.632 1.804
N 0.835 4.966 -0.478
C 0.797 4.689 -1.825
C 0.097 3.534 -1.947
N -0.284 3.115 -0.690
C 0.179 3.996 0.175
H 1.293 5.749 -0.046
H 1.258 5.324 -2.558
H -0.144 2.966 -2.828
H 0.090 3.917 1.246
N 4.131 1.437 2.842
C 2.761 1.270 3.314
C 1.758 1.698 2.248
O 0.570 1.757 2.452
O 2.302 1.982 1.070
H 4.711 0.635 3.043
H 4.577 2.250 3.243
H 3.269 1.831 1.188
H 2.529 1.817 4.228
H 2.554 0.218 3.519
C 1.259 -3.617 -3.841
C 1.512 -2.166 -3.493
C 2.842 -1.663 -4.009
O 1.561 -1.981 -2.046
P 0.302 -1.637 -1.135
S -1.135 -2.924 -1.169
S -0.209 0.274 -1.761
O 1.014 -1.371 0.266
C 1.878 -2.261 1.031
C 3.315 -1.889 0.724
C 1.609 -3.738 0.823
H 1.299 -3.736 -4.925
H 0.288 -3.952 -3.485
H 2.031 -4.248 -3.396
H 0.707 -1.533 -3.876
H 3.655 -2.264 -3.596
H 2.997 -0.621 -3.728
H 2.874 -1.742 -5.096
H 1.643 -2.000 2.067
H 3.551 -2.134 -0.312
H 3.991 -2.443 1.378
H 3.480 -0.820 0.867
H 1.798 -4.032 -0.209
H 0.584 -4.006 1.070
H 2.287 -4.300 1.468

***

[2]
62
Properties=species:S:1:pos:R:3 method="wB97M-V/def2-TZVPD" homo_energy_ev=-21.13 charge=+4 max_force_ev_per_a=0.33 spin_multiplicity=1 energy_ev=-71344.5738 lumo_energy_ev=-13.1 gap_ha=0.2935
W -0.095 0.189 0.032
C 2.316 1.374 1.632
C 2.613 -0.095 1.805
N 1.454 -0.927 1.277
C 1.982 -2.095 0.511
C 2.161 -1.693 -0.923
C 3.036 -2.326 -1.782
C 3.044 -1.961 -3.124
C 2.170 -0.973 -3.567
C 1.327 -0.370 -2.658
C 0.324 0.686 -3.018
N 0.157 1.558 -1.825
C 1.283 2.564 -1.779
C 1.669 2.826 -0.344
N 1.751 1.470 0.264
N 1.330 -0.713 -1.347
H 3.232 1.962 1.715
H 1.606 1.766 2.358
H 2.827 -0.371 2.836
H 3.493 -0.352 1.213
H 0.991 -1.301 2.098
H 1.261 -2.915 0.567
H 2.911 -2.463 0.949
H 3.697 -3.099 -1.412
H 3.723 -2.441 -3.817
H 2.152 -0.674 -4.607
H -0.641 0.235 -3.264
H 0.640 1.264 -3.888
H -0.702 2.085 -1.965
H 0.995 3.468 -2.313
H 2.134 2.133 -2.310
H 0.952 3.438 0.197
H 2.639 3.323 -0.286
H 2.434 0.988 -0.324
C -2.568 -1.786 -1.727
C -3.444 -0.735 -1.081
S -2.422 0.743 -0.839
C -3.338 1.745 0.369
C -2.389 2.816 0.861
S -0.829 2.124 1.514
C -1.322 1.560 3.204
C -1.045 0.082 3.414
S -1.595 -0.704 1.874
C -1.367 -2.498 2.014
C -1.770 -3.056 0.659
S -1.059 -2.090 -0.747
H -2.229 -1.493 -2.721
H -3.088 -2.740 -1.833
H -3.842 -1.049 -0.115
H -4.277 -0.460 -1.731
H -3.709 1.105 1.170
H -4.187 2.190 -0.154
H -2.831 3.425 1.651
H -2.094 3.499 0.061
H -2.384 1.780 3.311
H -0.773 2.177 3.914
H -1.640 -0.309 4.242
H 0.007 -0.127 3.610
H -2.041 -2.862 2.792
H -0.350 -2.765 2.304
H -2.853 -3.048 0.548
H -1.425 -4.083 0.537

***

[3]
60
Properties=species:S:1:pos:R:3 method="wB97M-V/def2-TZVPD" homo_energy_ev="-4.91 / -4.91" max_force_ev_per_a=3.15 spin_multiplicity=5 energy_ev=-72844.1461 lumo_energy_ev="-0.1 / -0.5" gap_ha="0.1760 / 0.1625" s_squared=6.082 e_above_lowest_kj_mol=840.5
P 0.446 -2.035 -1.266
P 0.791 1.373 -1.942
C 0.457 -1.196 -2.941
C 1.234 0.104 -3.119
H -0.596 -1.056 -3.289
H 0.905 -1.949 -3.599
H 2.325 0.044 -3.132
H 0.918 0.552 -4.065
C -0.390 2.163 -3.129
H -0.914 3.093 -2.826
H -1.132 1.393 -3.430
H 0.269 2.380 -4.001
C 2.109 2.453 -1.428
H 2.202 3.206 -2.230
H 3.023 1.845 -1.340
H 1.945 2.965 -0.462
C -0.408 -3.560 -1.736
H -0.190 -4.377 -1.037
H -0.037 -3.839 -2.733
H -1.497 -3.423 -1.794
C 2.161 -2.375 -0.788
H 2.751 -1.410 -0.656
H 2.596 -2.902 -1.647
H 2.187 -3.039 0.102
Cr 2.410 -0.993 1.107
C -1.460 2.474 -0.022
C -2.670 2.625 -0.618
C -3.813 1.656 -0.572
C -3.337 0.279 -0.076
C -2.397 -0.395 -0.943
C -1.279 -0.996 -0.359
C -0.328 0.036 0.181
C -0.952 1.335 0.865
C 2.653 -2.729 2.324
H -0.688 3.237 -0.193
H -2.836 3.498 -1.278
H -4.312 1.544 -1.544
H -4.598 2.099 0.073
H -2.928 0.386 0.918
H -4.189 -0.406 0.077
H -2.704 -0.522 -1.981
H -1.381 -1.910 0.286
H 0.347 0.422 -0.641
H 0.445 -0.407 0.835
H -1.707 0.893 1.569
H -0.146 1.730 1.521
H 3.034 -2.468 3.328
H 3.293 -3.515 1.881
H 1.624 -3.125 2.451
O 2.883 0.894 2.661
C 1.788 0.630 3.210
C 1.129 1.118 4.478
C -0.208 0.376 4.511
C -0.204 -0.486 3.248
O -1.158 -1.150 2.887
N 1.057 -0.390 2.665
H 1.773 0.835 5.330
H 1.020 2.207 4.416
H -0.242 -0.257 5.409
H -1.075 1.061 4.485

***

[4]
68
Properties=species:S:1:pos:R:3 method="wB97M-V/def2-TZVPD" homo_energy_ev="-0.52 / -0.52" charge=-2 max_force_ev_per_a=5.89 spin_multiplicity=2 energy_ev=-89852.9449 lumo_energy_ev="3.5 / 3.5" gap_ha="0.1487 / 0.1486" s_squared=0.757 e_above_lowest_kj_mol=0.0
Cu -0.136 -0.822 -0.918
C -0.599 -2.304 -3.063
O 0.351 -2.465 -2.183
O -0.442 -2.839 -4.200
O -1.193 -1.167 -2.957
C 5.197 -2.045 -0.222
C 3.829 -1.807 -0.592
C 2.925 -1.039 0.408
O 1.696 -0.831 0.134
C 3.486 -0.527 1.574
C 4.849 -0.790 1.902
C 5.742 -1.616 0.996
O 6.977 -1.719 1.207
O 5.234 -0.459 3.040
O 3.336 -2.214 -1.642
H 5.837 -2.484 -0.975
H 2.860 0.005 2.278
C -1.339 -4.644 1.778
C -1.303 -3.590 0.668
C -2.683 -2.947 0.505
O -2.636 -1.981 -0.507
C -3.825 -1.818 -1.242
N -0.304 -2.543 0.849
H -0.391 -4.922 2.237
H -1.934 -5.477 1.392
H -1.902 -4.332 2.675
H -1.040 -4.142 -0.237
H -2.866 -2.409 1.451
H -3.391 -3.775 0.388
H -4.012 -2.566 -2.015
H -3.747 -0.823 -1.680
H -4.680 -1.801 -0.547
H -0.321 -2.221 1.811
H 0.620 -2.909 0.644
C 2.677 2.128 -1.321
C 1.185 2.245 -1.648
C 0.917 3.449 -2.548
O 1.279 4.685 -1.974
C 0.246 5.567 -1.680
N 0.665 1.033 -2.303
H 2.875 2.979 -0.666
H 3.243 2.022 -2.251
H 2.998 1.257 -0.746
H 0.675 2.366 -0.696
H -0.171 3.418 -2.722
H 1.386 3.356 -3.533
H 0.502 6.626 -1.753
H -0.175 5.397 -0.679
H -0.585 5.468 -2.394
H -0.043 1.386 -2.946
H 1.325 0.577 -2.928
C 0.343 1.765 1.724
C -0.923 0.932 1.616
C -2.173 1.471 2.381
O -3.306 0.966 1.711
C -4.520 1.487 2.190
N -1.206 0.739 0.163
H 0.613 1.797 2.787
H 0.117 2.805 1.471
H 1.143 1.280 1.168
H -0.735 -0.050 2.058
H -2.195 2.572 2.293
H -2.147 1.257 3.454
H -5.367 1.071 1.640
H -4.605 2.544 1.904
H -4.633 1.283 3.255
H -2.185 0.442 0.141
H -1.418 1.702 -0.122

***

[5]
67
Properties=species:S:1:pos:R:3 method="wB97M-V/def2-TZVPD" homo_energy_ev=-1.37 charge=-1 max_force_ev_per_a=5.63 spin_multiplicity=1 energy_ev=-45767.4610 lumo_energy_ev=1.7 gap_ha=0.1146 e_above_lowest_kj_mol=61.3
O 0.929 1.368 -1.097
C 1.306 2.077 -2.045
N 1.587 2.846 -3.020
C 2.980 2.631 -3.551
C 3.514 3.911 -4.360
O 2.562 5.028 -4.452
N 1.579 4.809 -5.359
O 1.974 4.877 -6.489
H 2.898 1.794 -4.345
H 3.923 3.542 -5.358
H 4.429 4.318 -3.769
O -2.794 0.327 -5.122
C -2.972 0.124 -3.942
O -1.990 0.352 -3.060
C -2.167 0.332 -1.634
C -2.019 -1.073 -1.089
C -4.262 -0.479 -3.455
H -3.115 0.795 -1.348
H -1.378 0.961 -1.217
H -2.784 -1.743 -1.489
H -2.095 -1.074 -0.001
H -1.051 -1.493 -1.374
H -4.200 -1.566 -3.522
H -5.072 -0.126 -4.097
H -4.527 -0.185 -2.441
O -2.832 -2.687 1.561
C -2.419 -2.271 2.620
O -2.649 -0.996 2.978
C -2.381 -0.463 4.283
C -0.945 0.008 4.393
C -1.565 -3.135 3.505
H -2.648 -1.179 5.063
H -3.049 0.392 4.406
H -0.241 -0.817 4.264
H -0.764 0.468 5.367
H -0.722 0.739 3.612
H -0.523 -3.054 3.192
H -1.893 -4.171 3.397
H -1.655 -2.899 4.564
O 5.666 3.563 -2.368
C 6.831 3.869 -2.399
O 7.206 5.145 -2.166
C 8.563 5.566 -1.985
C 9.224 5.858 -3.317
C 7.877 2.861 -2.792
H 9.124 4.842 -1.389
H 8.521 6.485 -1.396
H 9.277 4.965 -3.944
H 10.238 6.237 -3.168
H 8.649 6.602 -3.873
H 7.965 2.839 -3.879
H 7.559 1.879 -2.438
H 8.853 3.045 -2.344
O -2.935 -6.109 4.884
C -4.069 -5.865 4.527
O -4.618 -4.663 4.776
C -5.865 -4.209 4.227
C -7.031 -4.659 5.082
C -4.914 -6.933 3.889
H -5.969 -4.513 3.183
H -5.819 -3.118 4.227
H -7.107 -5.748 5.118
H -7.970 -4.260 4.693
H -6.903 -4.316 6.112
H -5.400 -7.522 4.668
H -4.262 -7.583 3.302
H -5.659 -6.545 3.197

***

[6]
60
Properties=species:S:1:pos:R:3 method="wB97M-V/def2-TZVPD" homo_energy_ev=-13.72 charge=+2 max_force_ev_per_a=3.98 spin_multiplicity=1 energy_ev=-45695.5920 lumo_energy_ev=-8.6 gap_ha=0.1892 e_above_lowest_kj_mol=206.3
P 4.145 0.004 -1.702
P 2.585 -3.089 -3.147
C 4.801 -1.595 -2.354
C 4.057 -2.055 -3.632
H 4.709 -2.311 -1.515
H 5.871 -1.463 -2.560
H 3.661 -1.226 -4.253
H 4.699 -2.696 -4.260
C 3.530 -4.733 -3.228
H 2.869 -5.590 -3.064
H 4.299 -4.821 -2.453
H 4.019 -4.870 -4.201
C 1.565 -3.438 -4.651
H 1.997 -4.235 -5.283
H 1.386 -2.510 -5.221
H 0.595 -3.810 -4.272
C 4.872 0.079 -0.025
H 4.709 1.072 0.413
H 5.952 -0.128 -0.047
H 4.407 -0.673 0.621
C 5.240 1.134 -2.687
H 4.934 1.117 -3.747
H 6.271 0.763 -2.601
H 5.174 2.163 -2.307
Zr 1.715 0.413 -2.374
C 0.872 -4.429 -1.112
C 1.766 -5.310 -0.618
C 2.947 -4.962 0.278
C 2.596 -4.608 1.781
C 2.674 -3.139 1.996
C 2.134 -2.203 1.230
C 1.764 -2.248 -0.242
C 0.520 -3.068 -0.561
C 2.222 2.239 -1.231
H 0.462 -4.675 -2.115
H 1.812 -6.397 -0.926
H 3.608 -4.142 -0.085
H 3.587 -5.873 0.334
H 1.605 -5.004 2.006
H 3.269 -5.152 2.468
H 3.146 -2.819 2.929
H 1.870 -1.231 1.653
H 2.588 -2.661 -0.840
H 1.623 -1.181 -0.533
H -0.142 -3.188 0.330
H -0.105 -2.548 -1.308
H 1.546 3.099 -1.375
H 3.244 2.631 -1.213
H 2.009 1.841 -0.223
O -0.311 0.908 -3.075
C -0.849 0.665 -1.914
C -2.247 0.577 -1.448
C -2.110 0.098 0.004
C -0.638 0.042 0.265
O -0.078 -0.191 1.320
N 0.040 0.374 -0.928
H -2.720 1.572 -1.390
H -2.845 -0.088 -2.094
H -2.607 0.812 0.672
H -2.526 -0.898 0.204